(1)
Below is a cluster of 2 separate species, C2H6N4 in total, with properties calculated with ωB97M-V/def2-TZVPD.

Calculated values
- Orbital gap: 0.31152 Eh
- LUMO: 0.880 eV
- HOMO: -7.5969 eV
- Electronic energy: -8128.147 eV
- F_max: 3.97 eV/A
- Energy relative to the best compared isomer or geometry (same formula, charge and spin): 91.0 kcal/mol

Element x y z (Å)
C 0.615 -0.920 0.721
C -1.534 -0.348 -0.432
N -0.048 1.269 0.353
N 2.669 0.520 -0.813
N 2.705 -0.096 0.105
N -0.261 -0.162 0.184
H 0.639 -1.973 0.597
H -1.903 -1.329 -0.563
H -1.635 0.022 -1.366
H -2.171 0.126 0.300
H 0.523 1.547 -0.362
H 0.400 1.344 1.274

Results of the Löwdin charge analysis, in e, for atoms 1 through 4:
1 C -0.029
2 C -0.055
3 N 0.064
4 N 0.028

(2)
Below is a structure of composition C3H8N2, with properties calculated with ωB97M-V/def2-TZVPD.

Calculated values
- Orbital gap (spin up / spin down): 0.31915 / 0.31912 Eh
- LUMO (spin up / spin down): 0.827 / 0.827 eV
- HOMO (spin up / spin down): -7.8571 / -7.8565 eV
- Electronic energy: -6217.983 eV
- F_max: 4.15 eV/A
- Energy relative to the best compared isomer or geometry (same formula, charge and spin): 89.1 kcal/mol

Element x y z (Å)
C -0.692 1.260 0.436
N 0.054 -0.008 -1.651
C 0.326 -0.585 -0.474
N -0.364 -1.737 -0.240
C 0.950 0.058 0.657
H 0.710 0.746 -1.841
H -0.211 -2.261 0.602
H -0.758 -2.194 -1.045
H -1.614 1.083 -0.097
H -0.187 2.166 0.125
H -0.916 1.202 1.494
H 1.754 0.746 0.434
H 0.949 -0.476 1.601

Results of the Löwdin charge analysis, in e, for atoms 1 through 4:
1 C 0.032
2 N 0.009
3 C -0.640
4 N 0.111